Entry 1:
Here is 3 unconnected molecules or ions with the total composition C6H14O in a non-equilibrium geometry from the OMol25 dataset. Energies are from ωB97M-V/def2-TZVPD.

Properties
- Gap between HOMO and LUMO: 9.3 eV
- LUMO energy: 0.8940 eV
- Spin multiplicity: 1
- E_tot: -8494.9745 eV
- Energy above the lowest of the compared OMol25 structures with the same formula, charge and spin: 185.04 kJ/mol

Structure (XYZ):
```
21
C6H14O (ωB97M-V/def2-TZVPD)
C 1.7891 -0.6138 -1.0354
C 1.1051 0.5499 -0.3729
C 2.1047 1.3180 0.4307
C -0.0658 0.1326 0.4595
C -1.3537 0.2265 0.1654
C -2.4932 -0.1843 1.0441
O -1.6593 0.9003 -0.9668
H 2.6325 -0.2989 -1.6566
H 1.0934 -1.1673 -1.6537
H 2.1654 -1.3036 -0.2840
H 0.7585 1.2060 -1.1651
H 2.9519 1.6473 -0.1756
H 2.4844 0.7011 1.2381
H 1.6408 2.1809 0.8915
H 0.1234 -0.2935 1.4218
H -0.9171 -2.1130 -0.3724
H -1.3806 -2.8033 -0.6757
H -3.0184 0.7003 1.4208
H -2.1434 -0.7661 1.8983
H -3.2144 -0.7954 0.4878
H -2.6036 0.7765 -1.0998
```

Calculated atomic charges, method Mulliken, unit e: atom 1 (C): -1.548, atom 2 (C): 1.127, atom 3 (C): -1.661, atom 4 (C): -0.797, atom 5 (C): 0.684, atom 6 (C): -1.459, atom 7 (O): -0.540, atom 8 (H): 0.427, atom 9 (H): 0.365, atom 10 (H): 0.317, atom 11 (H): 0.274, atom 12 (H): 0.428, atom 13 (H): 0.343, atom 14 (H): 0.374, atom 15 (H): 0.213, atom 16 (H): -0.302, atom 17 (H): 0.296, atom 18 (H): 0.396, atom 19 (H): 0.291, atom 20 (H): 0.446, atom 21 (H): 0.324

=====

Entry 2:
Here is a single C21H22N2O5 molecule in a non-equilibrium geometry from the OMol25 dataset. Energies are from ωB97M-V/def2-TZVPD.

Properties
- Gap between HOMO and LUMO: 9.1 eV
- LUMO energy: 0.5902 eV
- Spin multiplicity: 1
- E_tot: -35352.7775 eV
- Energy above the lowest of the compared OMol25 structures with the same formula, charge and spin: 128.24 kJ/mol

Structure (XYZ):
```
50
C21H22N2O5 (ωB97M-V/def2-TZVPD)
C 1.9264 3.9989 2.0583
O 1.5410 3.9014 3.4234
C 0.2841 3.5397 3.6709
O -0.5323 3.3204 2.8096
C 0.0232 3.4513 5.1581
C 0.7049 2.2256 5.7803
C 0.0354 0.9052 5.3810
N 0.0560 0.6791 3.9542
C 1.1905 0.2626 3.3374
O 2.1768 -0.0965 3.9528
C 1.1420 0.2858 1.8449
C 2.3696 0.4300 1.1814
C 2.4632 0.5100 -0.1913
C 1.2786 0.4271 -0.9104
N 1.0170 0.4722 -2.2597
C -0.2604 0.3316 -2.3625
C -1.0336 0.2583 -3.6273
C -1.1188 -1.1870 -4.0639
C -2.3254 -1.8634 -4.0882
C -2.3947 -3.1899 -4.4850
C -1.2379 -3.8629 -4.8579
O -1.1845 -5.1605 -5.2672
C -2.3812 -5.8971 -5.3279
C -0.0165 -3.1854 -4.8215
C 0.0393 -1.8671 -4.4287
O -0.9224 0.1900 -1.1858
C 0.0495 0.2538 -0.2392
C -0.0489 0.1848 1.1348
H 2.8789 4.5222 2.0480
H 1.1741 4.5520 1.4929
H 2.0352 3.0023 1.6241
H 0.4259 4.3529 5.6211
H -1.0549 3.4104 5.3209
H 1.7507 2.1969 5.4717
H 0.6711 2.3140 6.8671
H -1.0043 0.8873 5.7154
H 0.5813 0.0812 5.8482
H -0.6474 1.1488 3.4059
H 3.2581 0.4757 1.7940
H 3.4086 0.6284 -0.6943
H -0.5113 0.8457 -4.3835
H -2.0323 0.6635 -3.4631
H -3.2345 -1.3556 -3.7992
H -3.3547 -3.6817 -4.4962
H -2.0992 -6.8887 -5.6784
H -3.0916 -5.4535 -6.0331
H -2.8517 -5.9830 -4.3430
H 0.8742 -3.7214 -5.1082
H 0.9863 -1.3498 -4.3940
H -1.0031 0.0343 1.6131
```

Calculated atomic charges, method Mulliken, unit e: atom 1 (C): -0.293, atom 2 (O): -0.315, atom 3 (C): 0.590, atom 4 (O): -0.616, atom 5 (C): -0.609, atom 6 (C): -0.580, atom 7 (C): -0.943, atom 8 (N): -0.149, atom 9 (C): 0.161, atom 10 (O): -0.684, atom 11 (C): 0.651, atom 12 (C): -0.776, atom 13 (C): -0.698, atom 14 (C): 0.938, atom 15 (N): -0.722, atom 16 (C): 0.873, atom 17 (C): -1.178, atom 18 (C): 0.213, atom 19 (C): -0.891, atom 20 (C): -0.300, atom 21 (C): 0.910, atom 22 (O): -0.448, atom 23 (C): -0.838, atom 24 (C): -0.643, atom 25 (C): -0.319, atom 26 (O): -0.420, atom 27 (C): 0.543, atom 28 (C): -1.222, atom 29 (H): 0.253, atom 30 (H): 0.299, atom 31 (H): -0.017, atom 32 (H): 0.353, atom 33 (H): 0.330, atom 34 (H): 0.358, atom 35 (H): 0.362, atom 36 (H): 0.468, atom 37 (H): 0.348, atom 38 (H): 0.356, atom 39 (H): 0.477, atom 40 (H): 0.442, atom 41 (H): 0.336, atom 42 (H): 0.426, atom 43 (H): 0.295, atom 44 (H): 0.376, atom 45 (H): 0.239, atom 46 (H): 0.336, atom 47 (H): 0.338, atom 48 (H): 0.424, atom 49 (H): 0.443, atom 50 (H): 0.525

=====

Entry 3:
Here is a molecular structure, C6H11N5PPb in a non-equilibrium geometry from the OMol25 dataset. Energies are from ωB97M-V/def2-TZVPD.

Properties
- Total charge: +1
- Gap between HOMO and LUMO: 6.3 eV
- LUMO energy: -4.5103 eV
- Spin multiplicity: 1
- E_tot: -28376.0756 eV
- Energy above the lowest of the compared OMol25 structures with the same formula, charge and spin: 0.00 kJ/mol

Structure (XYZ):
```
24
C6H11N5PPb (ωB97M-V/def2-TZVPD)
C 1.1318 -1.2701 -3.0899
C 1.9303 -1.9307 -2.1213
C 2.7412 -0.9670 -1.4742
C 2.4796 0.3022 -2.0394
C 1.4209 0.1364 -2.9873
Pb -0.3233 -0.0414 -0.8693
P -2.3146 -1.7360 -0.3960
H 0.4907 -1.7367 -3.8433
H 2.0064 -3.0079 -2.0009
H 3.5337 -1.1815 -0.7619
H 1.0722 0.8976 -3.6785
H 2.9974 1.2437 -1.8171
H -2.5867 -2.0194 1.0017
H -2.5398 -3.0000 -1.0898
H -3.4761 -0.9207 -0.7430
N -2.2153 2.7775 3.3399
N -1.3181 1.8378 2.8940
N -0.3226 1.3321 3.6910
C 0.3729 0.6436 2.7942
N -0.0833 0.7776 1.5272
N -1.1814 1.5848 1.6096
H -2.8629 3.1471 2.6619
H -2.1775 3.0730 4.2946
H 1.2243 0.0582 3.0975
```

Calculated atomic charges, method Mulliken, unit e: atom 1 (C): -0.588, atom 2 (C): -0.439, atom 3 (C): -0.404, atom 4 (C): -0.554, atom 5 (C): -0.659, atom 6 (Pb): 1.034, atom 7 (P): -0.290, atom 8 (H): 0.458, atom 9 (H): 0.424, atom 10 (H): 0.432, atom 11 (H): 0.522, atom 12 (H): 0.391, atom 13 (H): 0.174, atom 14 (H): 0.199, atom 15 (H): 0.179, atom 16 (N): -0.593, atom 17 (N): 1.106, atom 18 (N): -0.679, atom 19 (C): -0.170, atom 20 (N): -0.162, atom 21 (N): -0.350, atom 22 (H): 0.253, atom 23 (H): 0.264, atom 24 (H): 0.451

=====

Entry 4:
Here is a molecular structure, C38H32F16HfNO38S2 in a non-equilibrium geometry from the OMol25 dataset. Energies are from ωB97M-V/def2-TZVPD.

Properties
- Total charge: +1
- Gap between HOMO and LUMO: 2.4 eV
- LUMO energy: -7.6946 eV
- Spin multiplicity: 1
- E_tot: -185675.9415 eV

Structure (XYZ):
```
128
C38H32F16HfNO38S2 (ωB97M-V/def2-TZVPD)
Hf 0.0525 -0.8860 -0.2233
C 1.0591 -0.5954 3.9705
C 0.8376 -0.4924 2.6356
C 1.0966 0.8582 1.9579
O 0.7317 0.7831 0.6482
C 1.3989 2.0939 2.4902
C 1.6270 1.9268 3.9207
C 1.7536 0.5461 4.5546
O 2.5425 0.4567 5.4652
O 1.9484 2.8735 4.6219
O 0.3158 -1.3651 1.7459
H 1.1118 -1.5228 4.4446
H 1.6263 2.9151 1.8902
C -2.6823 -4.6745 -0.6962
F -3.5478 -4.3094 -1.6239
F -3.2067 -5.7502 -0.0398
F -1.5884 -5.1078 -1.3001
S -2.3920 -3.2636 0.4057
O -1.7099 -2.4005 -0.5448
O -3.6768 -2.9182 0.8861
N -1.2880 -3.5789 1.4898
S -1.9258 -3.9401 2.9877
O -1.7377 -2.7448 3.7248
O -3.2273 -4.5366 3.0588
C -0.7679 -5.2624 3.6354
F -0.8720 -6.3817 2.8820
F 0.5186 -4.9406 3.7710
F -1.1956 -5.5512 4.8507
C 1.4533 -1.9456 -5.3874
C 2.5450 -2.5938 -4.5200
O 2.0239 -2.4360 -3.1956
C 0.9013 -1.7261 -3.2740
O 0.2069 -1.4345 -2.3386
O 0.5282 -1.3902 -4.4535
F 3.7190 -2.0025 -4.6374
H 0.8900 -2.6354 -6.0521
H 1.7419 -1.1397 -6.0473
H 2.6979 -3.6705 -4.7249
C 4.3663 -2.1955 4.8215
C 5.7218 -2.7980 4.6031
O 6.1066 -2.0683 3.4114
C 4.9763 -1.5599 2.8066
O 4.8803 -1.1353 1.7043
O 3.8780 -1.7555 3.6045
F 5.5973 -4.1093 4.2160
H 4.4362 -1.3858 5.5516
H 3.6993 -2.9664 5.2342
H 6.2771 -2.7241 5.5078
C -6.1078 3.7158 1.2817
C -6.0010 4.4591 -0.0562
O -5.1186 3.7039 -0.8361
C -4.4124 2.8671 -0.0046
O -3.4288 2.2789 -0.3454
O -4.9944 2.7896 1.2327
F -5.3397 5.6489 0.2045
H -7.0883 3.1709 1.4228
H -5.8016 4.3756 2.0688
H -6.9747 4.6612 -0.6335
C -0.2477 5.0347 4.9448
C -1.6083 4.5467 5.3546
O -2.0463 3.8801 4.2278
C -1.3094 4.3722 3.1321
O -1.6260 4.1367 1.9968
O -0.3298 5.1583 3.5158
F -2.4603 5.5690 5.5837
H 0.4696 4.2298 5.1934
H -0.0278 6.0059 5.3897
H -1.6550 3.9302 6.2580
C -3.1417 1.0551 -6.4354
C -3.1294 -0.3835 -7.0206
O -2.8537 -1.1449 -5.9093
C -3.1648 -0.5044 -4.7098
O -3.2693 -1.0204 -3.6728
O -3.3982 0.8005 -5.0487
F -2.1703 -0.5193 -7.9746
H -3.8646 1.7747 -6.8282
H -2.1367 1.4337 -6.5220
H -4.0455 -0.7402 -7.4970
C 5.5790 0.1357 -1.1666
C 4.8668 1.2700 -0.4524
O 3.4958 0.9040 -0.5897
C 3.3722 -0.4221 -0.8153
O 2.2647 -0.9281 -0.8426
O 4.5719 -0.9726 -1.0099
F 5.1356 2.4227 -1.1785
H 6.4444 -0.2368 -0.6862
H 5.8128 0.2175 -2.2134
H 5.0475 1.3807 0.6299
C 2.2719 2.3696 -6.2994
C 1.4171 3.3353 -5.3485
O 1.6226 2.7737 -4.1142
C 2.1792 1.5155 -4.2093
O 2.3094 0.7753 -3.3318
O 2.5494 1.2655 -5.4704
F 0.1330 3.2332 -5.7238
H 3.2235 2.5978 -6.7519
H 1.6595 1.9549 -7.1481
H 1.7235 4.3907 -5.3483
C -1.6643 4.1173 -1.6089
C -2.3629 3.5030 -2.8484
O -2.2506 2.1563 -2.6991
C -1.3168 1.9078 -1.7608
O -0.9554 0.7867 -1.5179
O -0.9658 2.9626 -1.0653
F -1.6514 3.9811 -3.9485
H -2.2941 4.4613 -0.8252
H -0.8592 4.8045 -1.9516
H -3.4130 3.7097 -3.0392
C 2.8605 -5.5728 0.3468
C 3.4254 -4.3796 1.1096
O 2.4320 -3.4018 1.0390
C 1.7174 -3.7033 -0.0592
O 0.8412 -2.9542 -0.4520
O 2.0051 -4.8605 -0.5783
F 4.5692 -3.8221 0.4438
H 2.1475 -6.2436 0.8766
H 3.6796 -6.0321 -0.2314
H 3.7057 -4.6717 2.0808
C -2.8427 0.0406 4.1437
C -4.1461 0.3159 3.3943
O -3.7412 0.0159 2.0482
C -2.3992 0.0236 1.9294
O -1.8690 -0.1199 0.8386
O -1.7760 0.2045 3.0848
F -4.4690 1.6199 3.5110
H -2.6755 -0.9954 4.4196
H -2.6071 0.6771 4.9736
H -4.9703 -0.3584 3.6637
```

Mulliken atomic charge list, values in e, 99 entries: atom 1 (Hf): 3.514, atom 2 (C): -0.546, atom 3 (C): 0.528, atom 4 (C): 0.821, atom 5 (O): -0.131, atom 6 (C): -1.138, atom 7 (C): 0.108, atom 8 (C): -0.102, atom 9 (O): -0.639, atom 10 (O): -0.745, atom 11 (O): -0.686, atom 12 (H): 0.678, atom 13 (H): 0.846, atom 14 (C): 0.341, atom 15 (F): -0.185, atom 16 (F): -0.241, atom 17 (F): -0.155, atom 18 (S): 1.098, atom 19 (O): -1.109, atom 20 (O): -0.613, atom 21 (N): -0.083, atom 22 (S): 0.789, atom 23 (O): -0.752, atom 24 (O): -0.662, atom 25 (C): 0.508, atom 26 (F): -0.233, atom 27 (F): -0.154, atom 28 (F): -0.209, atom 29 (C): -0.561, atom 30 (C): 0.369, atom 31 (O): -0.184, atom 32 (C): 0.129, atom 33 (O): -0.147, atom 34 (O): -0.312, atom 35 (F): -0.285, atom 36 (H): 0.341, atom 37 (H): 0.262, atom 38 (H): 0.305, atom 39 (C): -0.756, atom 40 (C): 0.208, atom 41 (O): -0.375, atom 42 (C): 0.099, atom 43 (O): -0.368, atom 44 (O): 0.387, atom 45 (F): -0.285, atom 46 (H): 0.411, atom 47 (H): 0.340, atom 48 (H): 0.393, atom 49 (C): -0.503, atom 50 (C): 0.246, atom 51 (O): -0.268, atom 52 (C): -0.007, atom 53 (O): 0.402, atom 54 (O): -0.160, atom 55 (F): -0.301, atom 56 (H): 0.282, atom 57 (H): 0.306, atom 58 (H): 0.246, atom 59 (C): -0.208, atom 60 (C): 0.187, atom 61 (O): -0.284, atom 62 (C): 0.519, atom 63 (O): -0.414, atom 64 (O): -0.307, atom 65 (F): -0.324, atom 66 (H): 0.148, atom 67 (H): 0.357, atom 68 (H): 0.326, atom 69 (C): -0.296, atom 70 (C): 0.356, atom 71 (O): -0.312, atom 72 (C): 0.598, atom 73 (O): -0.402, atom 74 (O): -0.178, atom 75 (F): -0.300, atom 76 (H): 0.293, atom 77 (H): 0.083, atom 78 (H): 0.235, atom 79 (C): -0.799, atom 80 (C): 0.475, atom 81 (O): -0.114, atom 82 (C): -0.029, atom 83 (O): 1.228, atom 84 (O): -0.375, atom 85 (F): -0.334, atom 86 (H): 0.316, atom 87 (H): 0.390, atom 88 (H): 0.273, atom 89 (C): -0.535, atom 90 (C): 0.361, atom 91 (O): -0.221, atom 92 (C): 0.084, atom 93 (O): -0.016, atom 94 (O): -0.469, atom 95 (F): -0.253, atom 96 (H): 0.314, atom 97 (H): 0.253, atom 98 (H): 0.326, atom 99 (C): -0.604

=====

Entry 5:
Here is 2 unconnected molecules or ions with the total composition C6H13FN2OS in a non-equilibrium geometry from the OMol25 dataset. Energies are from ωB97M-V/def2-TZVPD.

Properties
- Gap between HOMO and LUMO: 8.7 eV
- LUMO energy: -0.2666 eV
- Spin multiplicity: 1
- E_tot: -25010.3578 eV

Structure (XYZ):
```
24
C6H13FN2OS (ωB97M-V/def2-TZVPD)
C 1.9890 1.0457 0.9767
C 2.2595 -0.3032 0.3625
N 3.3628 -0.8838 0.6024
C 1.1896 -0.9488 -0.4883
S 0.5568 0.1254 -1.7731
C -1.2394 0.0843 -1.6894
C -1.9256 0.8881 -0.5910
C -1.7301 0.6349 0.9072
N -2.1298 -0.5596 1.5458
O -1.2623 1.5483 1.5479
H 0.9199 1.2537 1.0187
H 2.4302 1.0928 1.9661
H 2.4536 1.8331 0.3747
H 3.4189 -1.7928 0.1464
H 0.3151 -1.3976 0.1205
H 1.5907 -1.7941 -1.0424
H 0.7852 1.3963 -1.4092
H -1.5413 -0.9608 -1.7542
H -1.5598 0.5515 -2.6225
H -2.9956 0.7683 -0.7883
H -1.6969 1.9452 -0.7234
H -3.1418 -0.5608 1.6444
H -1.8449 -1.4035 1.0472
F -0.2039 -2.5627 0.6213
```

Calculated atomic charges, method Mulliken, unit e: atom 1 (C): -1.097, atom 2 (C): 0.596, atom 3 (N): -0.774, atom 4 (C): -0.254, atom 5 (S): 0.046, atom 6 (C): -0.626, atom 7 (C): -0.527, atom 8 (C): 0.239, atom 9 (N): -0.437, atom 10 (O): -0.542, atom 11 (H): 0.157, atom 12 (H): 0.381, atom 13 (H): 0.299, atom 14 (H): 0.255, atom 15 (H): 0.312, atom 16 (H): 0.463, atom 17 (H): 0.202, atom 18 (H): 0.462, atom 19 (H): 0.419, atom 20 (H): 0.388, atom 21 (H): 0.299, atom 22 (H): 0.289, atom 23 (H): 0.252, atom 24 (F): -0.802

=====

Entry 6:
Here is a molecular structure, C3H2AlO3 in a non-equilibrium geometry from the OMol25 dataset. Energies are from ωB97M-V/def2-TZVPD.

Properties
- Gap between HOMO and LUMO (alpha / beta): 8.7 / 6.6 eV
- LUMO energy (alpha / beta): -0.1023 / -2.2944 eV
- Spin multiplicity: 2
- E_tot: -15880.4375 eV

Structure (XYZ):
```
9
C3H2AlO3 (ωB97M-V/def2-TZVPD)
C -1.7139 -0.6262 1.0408
C -1.5129 -1.2070 -0.1905
O -1.1737 -0.6267 -1.3013
O -1.6406 -1.2996 2.2356
H -1.9613 0.4476 1.0840
H -1.6700 -2.3188 -0.2077
Al 0.0435 -1.5858 1.7936
C 1.4165 0.2854 -1.6395
O 1.9179 -0.0114 -0.6656
```

Calculated atomic charges, method Mulliken, unit e: atom 1 (C): 0.059, atom 2 (C): -0.127, atom 3 (O): -0.489, atom 4 (O): -0.385, atom 5 (H): 0.405, atom 6 (H): 0.342, atom 7 (Al): 0.185, atom 8 (C): 0.139, atom 9 (O): -0.129